Density functional theory data (ωB97M-V/def2-TZVPD) for 10 unconnected molecules or ions with the total composition H20O10 in a non-equilibrium geometry.

Cartesian coordinates (Å):
O 2.49401 -0.80526 0.12031
O -3.06807 0.02429 -1.91865
O 0.56401 2.05084 1.78544
O 0.97412 -0.29137 3.41881
O -1.53711 1.72331 -0.28241
O 1.83530 1.66194 -1.41208
O 0.01546 -0.63524 0.49723
O -1.09464 -2.09711 -1.71251
O -0.59243 -2.46461 2.39441
O -0.12914 0.14620 -2.83478
H -0.87868 0.75060 -2.65292
H -1.34735 2.58942 -0.64438
H 1.53124 2.07313 1.74965
H -3.62552 -0.48119 -1.33882
H 0.79923 0.24641 2.60234
H 3.32276 -0.61370 -0.32778
H -2.64440 0.67947 -1.33634
H 2.71997 1.25442 -1.40386
H 0.26287 2.17823 0.88619
H -0.29766 0.22595 0.26325
H 1.35504 1.21523 -2.08128
H 0.93689 -0.48296 0.43994
H 1.63550 0.29342 3.77293
H -0.34751 -0.65049 -2.28579
H -1.78542 -1.90551 -1.06219
H -1.18333 -2.70734 1.68872
H 0.02349 -1.91283 2.01364
H 2.63852 -1.60567 0.59846
H -2.22732 1.95831 0.30800
H -0.34983 -2.41790 -1.24552

Atoms 1-2, force components in eV/Å:
O 0.811 0.640 -0.561
O 0.285 0.548 -0.055

Values from the calculation:
- Total charge: 0
- Gap between HOMO and LUMO: 10.254 eV
- HOMO: -10.44 eV
- LUMO level: -0.19 eV
- E: -764.3648 a.u.